Entry a
Computed, not measured: C16H8Cl3N4O6S2Ti as an isolated structure, with ωB97M-V with the def2-TZVPD basis set.

Atoms and positions in Å:
1 Ti 0.114 -0.887 -0.577
2 C 1.942 -1.989 0.462
3 C 0.747 -2.268 1.176
4 C -0.030 -3.142 0.387
5 C 0.684 -3.411 -0.797
6 C 1.887 -2.690 -0.766
7 H 2.784 -1.428 0.834
8 H 0.525 -1.979 2.188
9 H -0.977 -3.567 0.672
10 H 0.355 -4.048 -1.601
11 H 2.667 -2.721 -1.510
12 S -1.677 -0.856 3.347
13 C -2.602 0.438 2.641
14 C -3.376 1.195 3.609
15 N -3.997 1.748 4.409
16 C -2.691 0.807 1.329
17 S -2.138 -0.014 -0.124
18 C -3.474 1.989 1.033
19 N -4.090 2.936 0.800
20 O 2.807 4.143 -0.181
21 C 2.371 3.843 1.036
22 O 2.585 4.570 1.977
23 C 1.621 2.573 1.180
24 C 1.064 2.075 2.342
25 N 0.520 0.890 2.056
26 N 0.668 0.591 0.779
27 C 1.322 1.593 0.223
28 C 1.613 1.381 -1.220
29 O 2.238 2.194 -1.886
30 O 1.160 0.256 -1.643
31 H 2.601 3.440 -0.858
32 H 1.043 2.494 3.336
33 H -0.136 0.294 2.629
34 Cl -1.204 0.534 -4.113
35 C -0.954 -1.203 -4.352
36 Cl 0.788 -1.565 -4.478
37 Cl -1.732 -1.684 -5.868
38 C -1.556 -1.997 -3.117
39 O -2.432 -2.801 -3.365
40 O -1.040 -1.734 -1.990

Calculated values
HOMO-LUMO gap (spin up / spin down) ... 6.4 / 6.4 eV
Multiplicity ... 2
Net charge ... -2
Expectation value of S² ... 0.75
HOMO level (spin up / spin down) ... -0.078 / -0.078 Ha
LUMO level (spin up / spin down) ... 0.1574 / 0.1574 Eh

=====

Entry b
Computed, not measured: C16H8Cl3N4O6S2Ti as an isolated structure, with ωB97M-V with the def2-TZVPD basis set.

Atoms and positions in Å:
1 Ti -0.411 0.663 -0.068
2 C -2.880 -1.965 1.200
3 C -2.732 -0.896 0.458
4 C -2.316 0.900 2.005
5 C -2.284 -0.237 2.922
6 C -2.566 -1.527 2.591
7 H -3.184 -2.961 0.925
8 H -2.401 0.491 -1.038
9 H -4.007 0.776 0.297
10 H -2.047 -0.026 3.956
11 H -2.455 -2.285 3.366
12 S 0.060 -1.909 0.134
13 C 0.844 -2.023 1.667
14 C 1.091 -3.360 2.142
15 N 1.257 -4.440 2.508
16 C 1.211 -0.973 2.453
17 S 0.869 0.712 2.106
18 C 1.914 -1.218 3.676
19 N 2.509 -1.401 4.648
20 O 2.630 -0.161 -5.027
21 C 3.482 0.037 -4.037
22 O 4.681 0.032 -4.216
23 C 2.910 0.270 -2.686
24 C 3.671 0.479 -1.552
25 N 2.818 0.631 -0.525
26 N 1.564 0.521 -0.918
27 C 1.573 0.314 -2.218
28 C 0.232 0.126 -2.860
29 O 0.169 -0.082 -4.076
30 O -0.759 0.167 -2.058
31 H 1.664 -0.135 -4.718
32 H 4.739 0.525 -1.435
33 H 2.964 0.797 0.466
34 Cl -2.539 0.712 0.358
35 C -2.637 2.310 -0.211
36 Cl -4.145 3.086 -0.222
37 Cl -2.068 2.471 2.761
38 C -1.462 3.052 -0.779
39 O -1.664 3.908 -1.622
40 O -0.293 2.617 -0.371

Calculated values
HOMO-LUMO gap (spin up / spin down) ... 5.6 / 5.7 eV
Multiplicity ... 2
Net charge ... -2
Expectation value of S² ... 1.12
HOMO level (spin up / spin down) ... -0.047 / -0.050 Ha
LUMO level (spin up / spin down) ... 0.1601 / 0.1589 Eh

=====

Least stable = entry b

=====

Entry a
Computed, not measured: C3HN2O5 as an isolated structure, with ωB97M-V with the def2-TZVPD basis set.

Atoms and positions in Å:
1 C -0.676 -1.015 0.968
2 C -1.930 -1.059 0.243
3 C 2.464 0.328 -0.124
4 N -0.671 0.636 -0.610
5 N -0.072 0.064 0.459
6 O 2.059 0.050 -1.186
7 O 0.990 0.634 0.970
8 O -2.910 -1.709 0.397
9 O 3.432 0.524 0.561
10 O -1.864 0.013 -0.780
11 H -0.822 1.534 -0.898

Calculated values
HOMO-LUMO gap ... 8.6 eV
Net charge ... -1
HOMO level ... -0.182 Ha
LUMO level ... 0.1356 Eh

=====

Entry b
Computed, not measured: an isolated ion of composition C3HN2O5 and charge -1, with ωB97M-V with the def2-TZVPD basis set.

Atoms and positions in Å:
1 O -1.325 -0.152 -0.908
2 C -0.205 -0.310 -0.492
3 C 0.270 -1.047 0.736
4 O 0.687 -2.185 0.845
5 C -0.201 -0.289 1.944
6 O 0.474 0.008 2.925
7 N -1.436 -0.304 1.529
8 N -2.369 0.184 2.360
9 O -2.064 0.846 3.365
10 O -3.495 -0.250 2.176
11 H 0.718 0.126 -0.973

Calculated values
HOMO-LUMO gap ... 8.7 eV
Net charge ... -1
HOMO level ... -0.187 Ha
LUMO level ... 0.1326 Eh

=====

Least stable = entry b